Molecular formula: C4H12N2
Method: DFT, wB97M-V/def2-TZVPD

The geometry in XYZ format:
```
18
C4H12N2, DFT wB97M-V/def2-TZVPD
C 0.64 3.22 3.35
N 0.53 4.22 4.11
C 1.59 5.23 4.04
H -0.19 2.67 2.99
H 1.65 2.87 3.11
H 2.56 4.72 4.07
H 1.56 5.81 4.96
H 1.41 5.86 3.19
C -0.37 -4.23 -2.32
C -1.35 -3.62 -3.31
N -1.21 -2.20 -3.78
H -0.45 -5.30 -2.45
H 0.66 -4.05 -2.64
H -0.48 -3.80 -1.33
H -1.24 -4.18 -4.24
H -2.34 -3.69 -2.86
H -2.18 -1.92 -3.84
H -0.78 -1.63 -3.06
```

## Properties
- Calculated total energy: -269.0361 Eh
- E_LUMO: 1.104 eV
- Frontier orbital gap: 10.418 eV


Molecular formula: C4H12N2
Method: DFT, wB97M-V/def2-TZVPD

The geometry in XYZ format:
```
18
C4H12N2, DFT wB97M-V/def2-TZVPD
C -1.16 2.87 -0.43
C -1.58 1.97 0.46
N -1.86 0.58 0.31
H -1.43 2.60 -1.45
H -0.75 3.80 -0.08
H -1.96 2.36 1.41
H -2.13 0.25 -0.61
H -0.94 0.20 0.47
C 0.73 -1.22 1.11
N 1.29 -0.73 -0.19
C 1.40 -1.88 -1.10
H 1.48 -1.96 1.44
H 0.68 -0.44 1.85
H -0.28 -1.54 0.88
H 2.23 -0.38 -0.04
H 2.09 -2.67 -0.75
H 1.78 -1.48 -2.05
H 0.42 -2.33 -1.24
```

## Properties
- Calculated total energy: -269.0260 Eh
- E_LUMO: 1.056 eV
- Frontier orbital gap: 9.946 eV


Molecular formula: C4H12N2
Method: DFT, wB97M-V/def2-TZVPD

The geometry in XYZ format:
```
18
C4H12N2, DFT wB97M-V/def2-TZVPD
C -0.21 -1.11 -0.37
C 1.38 -0.75 -0.63
C 1.88 0.50 0.25
N 0.41 1.10 1.13
C -1.23 -0.05 -0.76
N -2.39 0.21 0.20
H -0.40 -1.19 0.71
H -0.20 -2.04 -0.85
H 1.58 -0.35 -1.63
H 2.12 -1.52 -0.46
H 2.77 0.87 -0.27
H 2.33 0.09 1.21
H 1.02 1.39 0.14
H 1.00 1.25 1.95
H -0.64 0.89 -0.92
H -1.60 -0.40 -1.72
H -2.99 -0.64 0.64
H -2.06 0.85 0.87
```

## Properties
- Calculated total energy: -268.8962 Eh
- E_LUMO: 0.778 eV
- Frontier orbital gap: 9.461 eV


Molecular formula: C4H12N2
Method: DFT, wB97M-V/def2-TZVPD

The geometry in XYZ format:
```
18
C4H12N2, DFT wB97M-V/def2-TZVPD
C 0.59 1.93 -0.16
N 0.30 0.50 -0.13
C 1.35 -0.42 -0.38
C 2.63 -0.14 -0.56
H -0.58 0.24 -0.70
H 0.97 -1.44 -0.50
H 1.32 2.18 0.61
H 0.98 2.24 -1.14
H -0.34 2.46 0.03
H 3.34 -0.93 -0.73
H 3.02 0.87 -0.55
C -2.11 -0.51 0.67
N -2.13 -1.99 0.46
H -1.64 -2.45 1.22
H -1.59 -2.22 -0.37
H -2.66 -0.32 1.60
H -2.77 -0.08 -0.09
H -0.68 0.07 0.71
```

## Properties
- Calculated total energy: -268.9703 Eh
- E_LUMO: 0.812 eV
- Frontier orbital gap: 7.797 eV


Molecular formula: C4H12N2
Method: DFT, wB97M-V/def2-TZVPD

The geometry in XYZ format:
```
18
C4H12N2, DFT wB97M-V/def2-TZVPD
C 1.34 -0.61 -2.10
N 2.24 -1.47 -2.27
C 1.86 -2.86 -1.77
H 0.34 -0.91 -1.74
H 1.42 0.37 -2.65
H 1.53 -3.45 -2.68
H 0.94 -2.84 -1.08
H 2.67 -3.27 -1.18
C -2.06 0.33 2.09
C -1.16 1.55 1.59
N -1.64 2.94 1.89
H -1.38 -0.54 2.26
H -2.56 0.62 3.04
H -2.75 0.05 1.31
H -0.15 1.39 2.03
H -1.00 1.18 0.52
H -1.44 3.54 1.13
H -1.65 3.09 2.87
```

## Properties
- Calculated total energy: -269.0254 Eh
- E_LUMO: 0.906 eV
- Frontier orbital gap: 9.797 eV


Molecular formula: C4H12N2
Method: DFT, wB97M-V/def2-TZVPD

The geometry in XYZ format:
```
18
C4H12N2, DFT wB97M-V/def2-TZVPD
C -2.65 0.36 1.04
C -1.79 1.03 -0.06
C -0.33 1.31 0.19
C 0.65 0.46 -0.06
N 0.57 -1.03 0.36
H -3.67 0.27 0.67
H -2.54 0.92 1.98
H -2.34 -0.63 1.35
H -1.86 0.36 -0.93
H -2.40 1.90 -0.31
H -0.05 2.36 0.17
H 1.47 0.64 -0.76
H -0.31 -0.81 -0.15
H 0.38 -0.87 1.34
N 3.19 -1.73 -1.24
H 2.42 -1.19 -0.87
H 2.97 -1.76 -2.23
H 4.11 -1.34 -1.13
```

## Properties
- Calculated total energy: -268.9963 Eh
- E_LUMO: 0.550 eV
- Frontier orbital gap: 9.503 eV


Molecular formula: C4H12N2
Method: DFT, wB97M-V/def2-TZVPD

The geometry in XYZ format:
```
18
C4H12N2, DFT wB97M-V/def2-TZVPD
C 0.77 -0.25 -0.80
C 0.01 1.02 -0.65
C -0.92 0.51 0.47
C -1.94 -0.30 0.23
N -2.81 -0.71 1.39
N 3.24 -0.01 -0.74
H 1.26 -0.70 0.07
H 1.37 -0.48 -1.68
H 0.65 1.87 -0.39
H -0.61 1.27 -1.51
H -0.70 0.83 1.48
H -2.26 -0.75 -0.70
H -2.60 -1.66 1.72
H -2.65 -0.10 2.20
H -3.79 -0.70 1.10
H 3.60 0.47 0.09
H 3.73 -0.90 -0.80
H 3.63 0.59 -1.47
```

## Properties
- Calculated total energy: -268.3582 Eh
- E_LUMO: -10.203 eV
- Frontier orbital gap: 8.902 eV
- Total charge: +2


Molecular formula: C4H12N2
Method: DFT, wB97M-V/def2-TZVPD

The geometry in XYZ format:
```
18
C4H12N2, DFT wB97M-V/def2-TZVPD
N -1.33 -1.95 2.04
C -0.27 -1.31 1.21
C -0.59 -0.68 0.09
C 0.45 -0.22 -0.90
C 0.31 1.19 -1.45
N 1.23 2.26 -0.83
H -0.91 -2.76 2.52
H -1.59 -1.30 2.79
H -2.17 -2.25 1.53
H 0.74 -1.54 1.50
H -1.59 -0.35 -0.14
H 0.25 -0.83 -1.77
H 1.44 -0.54 -0.58
H 0.25 1.38 -2.51
H -0.68 1.54 -1.22
H 1.50 2.89 -1.59
H 0.82 2.69 0.00
H 2.13 1.80 -0.68
```

## Properties
- Calculated total energy: -268.4613 Eh
- E_LUMO: -6.794 eV
- Frontier orbital gap: 12.045 eV
- Total charge: +2


Molecular formula: C4H12N2
Method: DFT, wB97M-V/def2-TZVPD

The geometry in XYZ format:
```
18
C4H12N2, DFT wB97M-V/def2-TZVPD
C -0.49 -0.67 0.72
C 0.64 0.06 0.17
C 0.05 -0.07 -1.27
C 0.18 -1.25 -1.91
N -0.41 1.14 -2.06
N 0.01 0.23 2.96
H -0.53 -1.71 1.05
H -1.48 -0.25 0.77
H 1.69 -0.24 0.36
H 0.50 1.14 0.55
H 0.28 -1.13 -2.99
H 0.61 -2.12 -1.41
H -0.12 0.98 -3.04
H -1.39 1.42 -2.10
H 0.25 1.90 -1.79
H 0.94 -0.08 3.24
H -0.55 -0.50 3.38
H -0.18 1.14 3.36
```

## Properties
- Calculated total energy: -268.3411 Eh
- E_LUMO: -9.848 eV
- Frontier orbital gap: 8.930 eV
- Total charge: +2


Molecular formula: C4H12N2
Method: DFT, wB97M-V/def2-TZVPD

The geometry in XYZ format:
```
18
C4H12N2, DFT wB97M-V/def2-TZVPD
C 2.53 0.47 1.12
N 1.42 0.48 1.71
C 0.09 -0.04 1.28
C -0.05 0.05 -0.23
C -1.49 -0.33 -0.54
N -1.57 -0.34 -2.03
H 2.48 0.15 -0.12
H 3.49 0.76 1.49
H 1.39 0.87 2.70
H -0.02 -1.04 1.72
H -0.63 0.61 1.66
H 0.18 1.06 -0.47
H 0.59 -0.61 -0.78
H -2.22 0.27 -0.13
H -1.79 -1.32 -0.25
H -0.80 0.23 -2.36
H -1.19 -1.24 -2.26
H -2.42 -0.03 -2.52
```

## Properties
- Calculated total energy: -268.4299 Eh
- E_LUMO: -8.332 eV
- Frontier orbital gap: 13.131 eV
- Total charge: +2


Molecular formula: C4H12N2O
Method: DFT, wB97M-V/def2-TZVPD

The geometry in XYZ format:
```
19
C4H12N2O, DFT wB97M-V/def2-TZVPD
C -0.63 0.39 -0.97
N 0.58 0.83 -0.29
C 1.47 1.60 -1.11
O 2.33 2.39 -0.30
C -1.45 -0.53 -0.08
N -0.69 -1.68 0.36
C -0.22 -1.65 1.74
H -1.22 1.28 -1.18
H -0.41 -0.13 -1.90
H 1.06 0.03 0.12
H 0.84 2.23 -1.76
H 2.11 0.99 -1.76
H 1.80 2.63 0.47
H -2.29 -0.87 -0.69
H -1.83 0.03 0.78
H -1.18 -2.56 0.22
H 0.72 -1.11 1.85
H -0.96 -1.20 2.42
H -0.04 -2.67 2.08
```

## Properties
- Calculated total energy: -344.2771 Eh
- E_LUMO (spin up / spin down): 3.744 / 3.749 eV
- Frontier orbital gap (spin up / spin down): 2.354 / 8.840 eV
- 2S+1: 2
- Total charge: -1


Molecular formula: C4H12N2O
Method: DFT, wB97M-V/def2-TZVPD

The geometry in XYZ format:
```
19
C4H12N2O, DFT wB97M-V/def2-TZVPD
C 0.40 0.20 -0.47
C -1.91 -0.74 -0.68
C 2.93 0.16 0.66
C -2.71 0.05 0.32
N -0.18 -0.96 -0.12
N 2.11 -0.60 -0.27
O 0.26 1.28 0.38
H -0.18 2.03 -0.04
H -0.16 -1.07 0.89
H 2.52 -0.54 -1.19
H 0.33 0.47 -1.53
H -1.88 -0.29 -1.67
H -2.16 -1.79 -0.75
H 3.02 1.23 0.39
H 3.95 -0.24 0.68
H 2.47 0.10 1.65
H -2.41 1.09 0.35
H -2.62 -0.38 1.32
H -3.78 0.01 0.07
```

## Properties
- Calculated total energy: -344.2297 Eh
- E_LUMO: 0.695 eV
- Frontier orbital gap: 8.895 eV


Molecular formula: C4H12N2O
Method: DFT, wB97M-V/def2-TZVPD

The geometry in XYZ format:
```
19
C4H12N2O, DFT wB97M-V/def2-TZVPD
C -0.54 -1.99 0.86
C 0.23 -0.70 1.12
O -0.53 0.14 1.97
C 0.57 0.04 -0.19
N 1.35 1.22 0.17
C -0.72 0.47 -0.90
N -0.41 1.63 -1.83
H -1.50 -1.73 0.45
H -0.72 -2.49 1.79
H -0.05 -2.55 0.07
H 1.15 -0.94 1.65
H 0.04 0.90 2.13
H 1.22 -0.65 -0.76
H 2.28 0.97 0.48
H 1.43 1.94 -0.53
H -1.16 -0.28 -1.55
H -1.34 0.85 -0.10
H 0.00 1.19 -2.65
H -1.30 1.97 -2.18
```

## Properties
- Calculated total energy: -344.3428 Eh
- E_LUMO: 0.999 eV
- Frontier orbital gap: 10.170 eV


Molecular formula: C4H12N2O
Method: DFT, wB97M-V/def2-TZVPD

The geometry in XYZ format:
```
19
C4H12N2O, DFT wB97M-V/def2-TZVPD
N -2.59 -0.25 1.33
C -1.36 0.53 1.52
C -0.10 -0.31 1.25
N 0.01 -0.68 -0.17
C 0.55 0.36 -1.09
C 1.82 0.03 -1.87
O 2.95 0.00 -1.00
H -3.01 0.05 0.47
H -2.48 -1.25 1.26
H -1.24 0.93 2.54
H -1.43 1.45 0.94
H 0.78 0.27 1.55
H -0.16 -1.16 1.94
H -0.96 -0.65 -0.46
H -0.23 0.55 -1.84
H 0.60 1.31 -0.54
H 2.06 0.68 -2.70
H 1.58 -0.97 -2.28
H 3.18 -0.90 -0.84
```

## Properties
- Calculated total energy: -344.3102 Eh
- E_LUMO: 0.963 eV
- Frontier orbital gap: 9.904 eV